Record 1
Formula: C4H30N2O9
Source: the OMol25 dataset
Level of theory: ωB97M-V/def2-TZVPD

Calculated total energy ... -26039.690 eV
LUMO ... 0.05 eV
E_HOMO ... -9.103 eV
ΔE to the lowest compared entry with this formula, charge and spin ... 5.2745 eV
Kohn-Sham gap ... 9.154 eV

Geometry as ORCA input:
```
! RIJCOSX wB97M-V def2-TZVPD def2/J DEFGRID3
* xyz 0 1
N 0.000 1.842 -1.068
C 0.608 2.033 -2.429
C 1.496 0.860 -2.660
C 0.770 -0.505 -2.362
C 1.300 -1.504 -3.362
N 1.312 -2.858 -2.806
H 0.573 2.194 -0.332
H -0.745 2.445 -0.917
H 1.441 2.866 -2.404
H -0.095 2.171 -3.174
H 2.292 1.054 -1.925
H 1.935 0.754 -3.599
H -0.316 -0.262 -2.657
H 0.933 -0.787 -1.334
H 0.557 -1.622 -4.238
H 2.438 -1.257 -3.600
H 0.385 -3.188 -2.419
H 2.061 -2.981 -1.928
O 0.882 -0.693 3.146
H 1.346 -1.263 2.480
H -0.004 -1.096 3.096
O -2.931 1.068 1.701
H -3.455 1.554 1.083
H -2.803 0.396 1.092
O -3.587 2.091 -1.326
H -3.333 1.263 -1.054
H -3.144 2.804 -0.904
O 1.413 -2.516 1.143
H 2.026 -2.942 0.647
H 1.152 -3.193 1.708
O -1.787 -3.159 1.447
H -1.766 -3.118 2.355
H -2.051 -2.421 0.971
O 2.945 2.816 0.525
H 2.649 2.781 1.419
H 3.221 1.876 0.411
O -1.773 -0.635 -0.249
H -0.833 -0.429 -0.251
H -1.871 -1.495 -0.661
O 1.810 1.845 2.793
H 1.426 2.026 3.620
H 1.592 0.861 2.840
O -1.516 -0.485 2.857
H -1.459 0.055 1.968
H -2.037 0.093 3.408
*
```

Record 2
Formula: C30H56Cl4O21
Source: the OMol25 dataset
Level of theory: ωB97M-V/def2-TZVPD

Calculated total energy ... -125103.808 eV
LUMO ... 0.36 eV
E_HOMO ... -10.493 eV
ΔE to the lowest compared entry with this formula, charge and spin ... 3.5007 eV
Kohn-Sham gap ... 10.850 eV

Geometry as ORCA input:
```
! RIJCOSX wB97M-V def2-TZVPD def2/J DEFGRID3
* xyz 0 1
C -19.442 10.988 -12.720
C -19.023 12.457 -12.952
O -18.737 13.241 -11.853
C -19.681 13.867 -11.035
O -20.874 13.676 -11.041
O -19.017 14.676 -10.229
C -19.658 15.681 -9.456
H -20.298 10.816 -12.067
H -18.604 10.479 -12.241
H -19.687 10.428 -13.622
H -19.866 12.881 -13.498
H -18.131 12.456 -13.579
H -20.285 15.210 -8.700
H -20.330 16.290 -10.062
H -18.986 16.346 -8.915
C -10.577 3.338 -20.063
C -11.692 2.828 -19.183
O -12.507 3.879 -18.620
C -13.679 3.548 -17.993
O -14.212 2.466 -18.081
O -13.957 4.664 -17.300
C -15.319 4.896 -16.970
H -10.904 3.953 -20.901
H -10.043 2.498 -20.507
H -9.906 3.971 -19.481
H -11.258 2.134 -18.462
H -12.241 2.186 -19.872
H -16.040 5.243 -17.710
H -15.379 5.610 -16.149
H -15.762 3.982 -16.572
C -16.725 9.525 -19.795
C -16.507 8.030 -19.604
O -15.400 7.464 -20.305
C -14.154 7.494 -19.751
O -13.861 7.939 -18.684
O -13.245 6.883 -20.604
C -11.913 7.201 -20.417
H -17.440 10.034 -19.151
H -17.036 9.563 -20.840
H -15.758 10.029 -19.819
H -17.445 7.519 -19.815
H -16.377 7.880 -18.531
H -11.682 7.120 -19.355
H -11.717 8.141 -20.934
H -11.228 6.550 -20.961
C -15.669 12.486 -18.062
C -16.633 12.143 -16.902
O -15.974 12.587 -15.715
C -15.215 11.706 -14.955
O -15.052 10.516 -15.156
O -14.652 12.482 -14.051
C -13.660 11.930 -13.187
H -15.463 13.540 -17.881
H -16.071 12.367 -19.067
H -14.802 11.825 -18.022
H -17.115 11.166 -16.883
H -17.432 12.882 -16.845
H -13.171 12.683 -12.569
H -12.839 11.554 -13.798
H -14.125 11.159 -12.573
C -25.832 2.971 -18.178
C -25.422 4.417 -17.952
O -24.418 4.460 -16.964
C -23.866 5.687 -16.729
O -24.230 6.743 -17.252
O -22.867 5.527 -15.899
C -22.032 6.656 -15.543
H -26.880 2.943 -18.478
H -25.902 2.423 -17.238
H -25.203 2.440 -18.892
H -26.254 4.966 -17.511
H -25.102 4.921 -18.864
H -21.514 7.070 -16.409
H -21.142 6.363 -14.988
H -22.588 7.490 -15.116
O -18.742 5.110 -16.702
C -18.467 6.211 -16.313
O -17.469 6.527 -15.544
C -17.351 7.924 -15.441
C -18.743 8.444 -15.889
O -19.155 7.293 -16.638
H -17.101 8.272 -14.439
H -16.528 8.275 -16.063
H -18.712 9.332 -16.521
H -19.501 8.697 -15.148
O -19.615 10.701 -18.418
C -20.614 10.081 -18.803
O -21.244 10.484 -19.829
C -22.424 9.703 -20.002
C -22.321 8.608 -18.976
O -21.021 8.864 -18.413
H -23.334 10.286 -19.862
H -22.494 9.373 -21.039
H -22.399 7.589 -19.353
H -23.113 8.732 -18.237
Cl -18.264 5.074 -19.672
C -19.681 4.254 -20.227
C -20.872 4.846 -19.572
Cl -22.363 3.965 -20.202
H -19.657 3.273 -19.752
H -19.646 4.234 -21.315
H -20.853 5.866 -19.956
H -20.936 4.788 -18.486
Cl -16.858 6.892 -12.322
C -16.690 5.134 -12.537
C -15.233 4.758 -12.326
Cl -14.115 5.109 -13.730
H -17.016 4.892 -13.549
H -17.285 4.517 -11.864
H -15.185 3.678 -12.183
H -14.831 5.132 -11.385
*
```

E_HOMO of number 1 (C4H30N2O9)?
-9.103 eV